Record 1
57
Properties=species:S:1:pos:R:3:forces:R:3:nbo_charge:R:1 method="wB97M-V/def2-TZVPD" e_lumo_ha=-0.042 spin_multiplicity=1 gap_ev=7.392 e_tot_ha=-5228.7013
Y 0.204 0.221 0.461 -0.052 1.201 -0.290 2.283
Cl -3.731 6.633 -0.352 -0.007 0.004 -0.001 0.013
C -2.946 5.090 -0.457 -0.028 -0.007 -0.014 -0.090
C -3.627 4.021 -1.066 0.028 0.054 0.027 -0.172
C -3.034 2.795 -1.177 0.098 -0.034 -0.028 -0.102
Cl -3.870 1.484 -1.926 -0.028 0.005 -0.016 0.036
C -1.715 2.546 -0.689 -0.100 0.115 -0.108 0.409
O -1.163 1.402 -0.853 0.241 -0.302 -0.032 -0.827
C -1.071 3.642 -0.040 -0.061 -0.175 -0.038 -0.237
C 0.211 3.493 0.560 -0.012 0.033 -0.029 0.459
O 0.851 2.435 0.704 -0.095 -0.230 0.148 -0.718
C -1.695 4.908 0.046 0.056 0.012 0.035 -0.170
H -4.626 4.174 -1.451 -0.004 -0.016 -0.003 0.247
H 0.674 4.413 0.943 0.016 -0.012 -0.011 0.153
H -1.174 5.726 0.530 -0.003 0.002 -0.004 0.230
Br -4.910 -5.316 -1.305 0.018 0.025 0.025 0.064
C -4.028 -4.051 -0.205 -0.036 -0.044 -0.037 -0.069
C -3.214 -3.098 -0.792 -0.012 -0.002 -0.021 -0.250
C -2.573 -2.176 0.021 0.003 0.050 0.034 -0.108
C -2.731 -2.207 1.400 0.034 0.032 -0.033 -0.187
C -3.565 -3.167 1.964 0.040 -0.039 0.004 -0.137
C -4.216 -4.093 1.167 0.014 0.021 0.022 -0.242
C -2.037 -1.243 2.328 -0.178 0.002 0.245 0.799
O -2.232 -1.283 3.518 0.063 0.048 -0.027 -0.581
O -1.225 -0.381 1.749 -0.550 -0.432 0.344 -0.960
H -3.093 -3.070 -1.866 0.008 0.008 0.001 0.230
H -1.979 -1.401 -0.450 -0.025 0.018 -0.028 0.184
H -3.684 -3.175 3.038 -0.012 -0.004 0.001 0.246
H -4.862 -4.840 1.606 -0.001 -0.008 -0.013 0.232
C 1.732 0.185 3.595 0.082 -0.035 -0.081 -1.106
Si 3.008 -0.299 2.288 -0.020 -0.049 -0.158 1.668
C 4.332 -1.385 3.067 -0.168 -0.018 0.035 -1.112
C 3.910 1.268 1.749 -0.051 -0.072 0.018 -1.119
C 2.062 -1.089 0.879 0.991 -0.273 -0.072 -1.888
Si 2.982 -1.494 -0.677 -0.206 0.009 0.124 1.667
C 4.544 -2.518 -0.475 -0.035 0.047 -0.078 -1.118
C 1.798 -2.440 -1.812 0.105 0.045 0.059 -1.099
C 3.409 0.112 -1.579 0.001 -0.104 0.053 -1.104
H 2.198 0.595 4.494 0.014 0.022 -0.014 0.243
H 1.120 -0.669 3.893 -0.022 0.009 0.006 0.250
H 1.045 0.957 3.224 -0.020 0.022 0.052 0.217
H 4.722 -0.915 3.974 0.003 -0.001 0.001 0.235
H 5.166 -1.521 2.377 -0.001 -0.023 -0.005 0.232
H 3.954 -2.374 3.336 -0.004 -0.001 0.006 0.236
H 4.223 1.825 2.636 0.016 0.002 0.000 0.237
H 3.294 1.930 1.141 0.000 0.027 -0.002 0.236
H 4.812 1.025 1.182 0.005 0.002 -0.006 0.230
H 1.644 -2.025 1.290 -0.047 0.003 -0.017 0.274
H 4.339 -3.424 0.099 -0.004 0.002 0.008 0.239
H 5.315 -1.956 0.055 0.014 0.000 0.003 0.233
H 4.953 -2.817 -1.443 0.007 0.005 0.003 0.235
H 1.477 -3.379 -1.355 -0.026 0.009 0.009 0.239
H 2.263 -2.677 -2.771 -0.025 0.004 -0.014 0.241
H 0.895 -1.855 -2.033 -0.015 -0.022 -0.029 0.206
H 4.173 0.681 -1.048 -0.017 0.027 -0.004 0.242
H 2.534 0.765 -1.684 0.015 0.032 -0.041 0.207
H 3.780 -0.090 -2.586 -0.010 0.007 -0.009 0.241



Record 2
63
Properties=species:S:1:pos:R:3:forces:R:3:nbo_charge:R:1 method="wB97M-V/def2-TZVPD" e_lumo_ha=-0.273 spin_multiplicity=1 charge=+2 gap_ev=6.909 e_tot_ha=-2909.3946
Ta -0.429 -0.061 -0.457 -0.275 -0.074 -0.191 2.201
N 0.028 1.243 -4.512 0.014 -0.019 0.017 -0.758
C -0.421 1.157 -3.259 -0.022 0.074 -0.008 0.326
S -1.033 -0.432 -2.740 -0.071 -0.084 -0.062 -0.116
N -0.448 2.189 -2.479 0.000 0.002 -0.009 -0.361
N -0.954 1.870 -1.227 -0.031 -0.071 0.040 -0.426
C -1.664 2.795 -0.655 0.010 -0.027 0.000 0.232
C -2.364 2.675 0.587 -0.034 -0.019 0.046 -0.212
C -3.031 3.795 1.106 0.014 -0.010 -0.013 -0.101
C -3.742 3.700 2.283 -0.004 0.030 -0.007 -0.214
C -3.807 2.481 2.954 -0.001 -0.033 0.017 -0.115
C -3.164 1.354 2.462 0.010 -0.013 -0.004 -0.255
C -2.448 1.460 1.285 -0.026 0.047 -0.008 0.340
O -1.807 0.378 0.768 0.184 0.177 -0.002 -0.791
H 0.052 0.440 -5.114 0.001 0.008 -0.011 0.426
H 0.325 2.137 -4.871 -0.004 0.001 0.001 0.433
H -1.730 3.736 -1.196 0.011 -0.007 -0.016 0.245
H -2.982 4.735 0.570 0.002 -0.005 -0.001 0.238
H -4.253 4.566 2.679 -0.001 -0.006 0.003 0.251
H -4.373 2.405 3.873 0.001 0.006 -0.002 0.246
H -3.222 0.403 2.974 -0.001 0.002 0.002 0.242
O 1.370 0.077 -0.753 0.212 -0.084 0.113 -0.644
N 2.725 0.210 -0.757 0.050 0.083 -0.015 0.010
N 3.177 -0.534 -1.707 -0.070 0.007 0.037 0.317
O 2.474 -1.213 -2.451 0.016 -0.005 -0.011 -0.410
C 4.628 -0.535 -1.862 -0.018 0.001 -0.008 0.101
C 5.135 -1.233 -2.946 0.026 0.012 0.020 -0.204
C 6.508 -1.253 -3.126 -0.018 -0.009 -0.006 -0.192
C 7.338 -0.590 -2.233 0.015 0.001 0.001 -0.149
C 6.803 0.102 -1.152 0.000 0.013 0.015 -0.193
C 5.435 0.138 -0.953 0.015 -0.008 -0.024 -0.214
H 4.468 -1.742 -3.625 -0.004 0.001 0.000 0.252
H 6.929 -1.789 -3.965 0.000 0.001 0.002 0.240
H 8.409 -0.610 -2.379 -0.004 -0.001 -0.001 0.240
H 7.456 0.615 -0.461 -0.003 -0.001 -0.002 0.239
H 5.010 0.673 -0.118 0.002 0.002 -0.002 0.242
Cl 0.974 -0.433 2.259 -0.011 -0.081 0.060 0.033
C 1.176 1.263 2.809 0.000 0.002 0.018 -0.368
Cl 0.954 2.377 1.469 -0.014 0.008 -0.015 0.070
H 2.185 1.351 3.192 0.004 0.001 0.002 0.260
H 0.425 1.449 3.566 0.000 0.000 0.006 0.250
C -1.714 -2.983 -1.312 -0.013 -0.067 -0.025 -0.062
N -1.844 -4.372 -1.009 0.013 0.020 0.001 -0.435
C -2.491 -4.552 0.290 0.004 -0.001 0.007 -0.081
N -1.688 -3.923 1.343 0.003 0.002 -0.012 -0.436
C -1.581 -2.525 1.090 -0.014 -0.035 0.006 -0.063
N -0.867 -2.240 -0.258 0.003 0.172 0.036 -0.629
C 0.486 -2.988 -0.222 -0.013 -0.005 0.005 -0.076
N 0.309 -4.376 0.067 -0.009 -0.006 0.003 -0.435
C -0.518 -4.995 -0.974 0.002 0.013 0.006 -0.082
C -0.356 -4.536 1.364 0.003 0.011 -0.004 -0.082
H -2.691 -2.499 -1.343 0.001 0.005 0.011 0.223
H -1.209 -2.871 -2.269 0.014 0.005 0.004 0.226
H -2.590 -5.615 0.499 -0.003 -0.001 0.002 0.230
H -3.484 -4.102 0.272 -0.002 -0.001 -0.001 0.214
H -1.018 -2.038 1.884 0.018 -0.018 -0.006 0.216
H -2.568 -2.070 1.018 -0.003 0.003 0.000 0.223
H 1.106 -2.524 0.549 0.008 -0.016 -0.011 0.210
H 0.951 -2.844 -1.198 0.017 0.000 -0.006 0.241
H -0.624 -6.057 -0.763 -0.001 -0.003 0.002 0.230
H -0.031 -4.876 -1.943 -0.003 0.000 -0.003 0.216
H 0.249 -4.069 2.144 -0.001 0.000 0.003 0.209
H -0.454 -5.596 1.587 0.000 -0.003 0.001 0.232



Record 3
69
Properties=species:S:1:pos:R:3:forces:R:3:nbo_charge:R:1 method="wB97M-V/def2-TZVPD" e_lumo_ha=0.013 spin_multiplicity=1 gap_ev=10.598 e_tot_ha=-2991.5815
C -0.169 -2.469 -0.253 -0.082 -0.436 -0.596 -0.623
C 0.309 -2.050 -1.689 -0.509 -0.007 0.802 -0.411
C -0.651 -1.013 -2.350 0.543 0.390 0.696 -0.293
Cl 0.216 -0.344 -3.798 -0.650 -0.151 0.216 -0.051
C -2.034 -1.619 -2.686 1.032 0.194 -0.479 0.807
O -2.177 -2.773 -2.504 -0.408 -1.603 0.186 -0.514
O -3.104 -0.916 -3.243 0.573 0.620 1.349 -0.566
C -3.994 -0.319 -2.252 0.284 0.786 -2.233 0.629
C -4.188 1.147 -2.832 0.320 -0.529 -0.533 -0.545
C -2.881 1.799 -3.325 -0.417 0.824 -0.584 0.152
N -1.803 1.846 -2.684 0.061 -0.203 0.488 -0.624
N -5.250 -1.077 -2.380 0.108 0.265 0.999 -0.658
C -6.447 -0.317 -2.097 -0.722 0.617 1.618 0.712
C -7.021 -0.138 -0.660 0.619 -1.114 -0.065 -0.719
O -7.095 0.175 -2.959 -0.555 0.179 -1.520 -0.515
C -5.331 -1.883 -3.609 0.472 -2.572 0.325 0.760
C -5.194 -3.430 -3.455 -0.170 0.947 0.799 -0.713
O -5.536 -1.466 -4.690 -0.331 1.440 -0.900 -0.494
N -3.362 -0.386 -0.916 -2.890 -0.589 -0.344 -0.598
C -3.289 0.854 -0.171 -0.439 -0.081 0.271 0.996
O -2.265 1.236 0.179 2.833 0.981 0.938 -0.455
F -4.373 1.565 0.199 -0.638 -1.135 -1.072 -0.317
C -3.903 -1.351 -0.022 0.346 -1.040 -0.656 0.997
O -4.149 -1.078 1.080 -0.408 0.993 2.540 -0.539
F -4.063 -2.632 -0.368 0.605 0.804 -1.283 -0.295
H 0.698 -2.874 0.301 -0.589 0.108 -0.288 0.220
H -0.933 -3.271 -0.343 0.378 0.627 0.237 0.219
H -0.568 -1.616 0.332 0.168 -0.398 -0.358 0.206
H 1.299 -1.567 -1.548 -0.636 -0.210 -0.507 0.225
H 0.400 -2.961 -2.315 0.079 0.682 0.258 0.226
H -0.787 -0.184 -1.622 -0.004 -0.272 -0.749 0.271
H -4.788 0.976 -3.756 0.272 -0.012 0.702 0.278
H -4.811 1.797 -2.189 0.509 -0.234 -0.187 0.254
H -2.915 2.296 -4.325 -0.506 -0.496 0.534 0.167
H -1.073 2.328 -3.212 -0.171 -0.126 0.099 0.360
H -6.282 -0.321 0.140 -0.480 0.314 -0.301 0.227
H -7.802 -0.929 -0.565 0.547 0.415 -0.056 0.249
H -7.551 0.826 -0.564 0.594 -0.424 -0.176 0.249
H -4.719 -3.719 -2.502 -0.171 0.134 -0.563 0.238
H -6.240 -3.812 -3.459 0.689 0.061 -0.169 0.236
H -4.615 -3.788 -4.323 -0.457 0.068 0.460 0.246
C 4.808 -2.494 5.115 0.194 0.200 -0.210 -0.638
C 3.495 -2.823 4.436 0.185 -0.380 0.610 -0.079
O 3.166 -1.832 3.446 -0.149 0.242 -0.548 -0.477
C 3.766 -1.965 2.262 0.051 -0.700 0.956 0.688
O 4.542 -2.829 1.976 -0.089 0.335 -0.407 -0.529
C 3.281 -0.875 1.302 -0.283 1.128 -0.955 0.900
F 3.257 0.340 1.880 0.088 -0.341 0.196 -0.313
F 2.032 -1.123 0.864 0.395 -0.106 0.414 -0.314
F 4.056 -0.768 0.218 0.041 -0.365 0.387 -0.300
H 4.781 -1.486 5.533 -0.086 -0.077 0.077 0.217
H 5.011 -3.203 5.918 -0.057 0.009 -0.027 0.224
H 5.636 -2.528 4.406 -0.040 -0.110 0.022 0.224
H 2.686 -2.807 5.166 -0.102 0.224 -0.207 0.199
H 3.508 -3.819 3.992 0.067 0.151 -0.201 0.201
C 4.006 4.789 2.508 0.194 0.266 0.098 -0.638
C 4.855 3.616 2.064 -0.716 -0.111 0.125 -0.079
O 6.130 4.065 1.572 0.587 0.035 -0.037 -0.477
C 7.053 4.332 2.498 -1.065 -0.426 0.123 0.690
O 6.893 4.229 3.680 0.465 0.161 -0.123 -0.536
C 8.366 4.747 1.827 1.127 0.499 -0.530 0.898
F 8.169 5.632 0.835 -0.233 -0.197 0.242 -0.309
F 8.994 3.686 1.289 -0.362 0.001 0.198 -0.309
F 9.215 5.311 2.693 -0.431 -0.210 0.058 -0.301
H 3.905 5.517 1.701 -0.071 -0.113 -0.040 0.215
H 3.012 4.451 2.805 0.039 -0.036 -0.039 0.224
H 4.461 5.306 3.354 -0.040 -0.105 0.033 0.223
H 4.368 3.102 1.236 0.285 0.069 -0.131 0.200
H 4.986 2.886 2.864 0.208 0.141 0.018 0.199



Record 4
56
Properties=species:S:1:pos:R:3:forces:R:3:nbo_charge:R:1 method="wB97M-V/def2-TZVPD" e_lumo_ha=-0.095 spin_multiplicity=1 charge=+1 gap_ev=8.264 e_tot_ha=-1853.6797
K -0.770 -0.293 -0.177 -0.160 -0.016 0.072 0.931
C 0.380 -4.046 -0.465 -0.116 -0.951 0.225 -0.639
C -0.110 -3.917 0.955 -0.567 -0.042 -0.517 0.221
C -0.368 -5.082 1.666 0.384 -0.041 -0.460 -0.249
C -0.702 -4.949 3.006 -0.240 -0.750 0.351 -0.159
C -0.932 -3.709 3.549 0.246 1.811 0.905 -0.230
C -0.589 -2.548 2.740 -0.354 -2.919 0.853 0.171
N -0.247 -2.673 1.472 0.633 -0.797 -0.718 -0.467
C -0.460 -1.254 3.346 0.610 3.085 2.592 0.186
C -0.239 -1.091 4.767 -0.037 -3.193 -2.280 -0.218
C -0.143 0.116 5.331 0.519 1.007 1.893 -0.173
C -0.455 1.220 4.576 -0.655 0.126 -0.332 -0.214
C -0.689 1.033 3.214 0.868 0.595 0.726 0.170
N -0.450 -0.141 2.605 -1.969 -0.225 -0.516 -0.442
C -1.001 2.273 2.446 -0.408 0.884 -0.916 0.180
C -1.377 3.489 3.095 0.311 -1.952 0.466 -0.248
C -1.360 4.638 2.332 -1.071 -0.358 -0.526 -0.147
C -1.284 4.501 0.939 0.773 0.708 1.629 -0.233
C -0.840 3.316 0.395 -0.948 0.752 -1.196 0.232
C -0.503 3.263 -1.078 -0.381 0.980 0.284 -0.665
N -0.818 2.229 1.110 1.263 -1.685 1.550 -0.482
H -0.091 -3.352 -1.139 -0.316 0.219 -0.309 0.221
H 0.270 -5.094 -0.826 -0.157 0.829 0.166 0.225
H 1.438 -3.847 -0.488 0.533 0.223 0.017 0.223
H -0.283 -6.067 1.149 0.083 0.941 0.734 0.235
H -0.720 -5.842 3.630 -0.478 0.216 -0.110 0.231
H -1.304 -3.591 4.634 0.802 -0.193 -1.991 0.238
H -0.024 -2.003 5.313 -0.105 0.231 0.195 0.223
H 0.186 0.181 6.387 -0.432 0.160 -0.744 0.235
H -0.578 2.196 5.020 0.345 -0.130 0.035 0.227
H -1.741 3.404 4.150 0.778 0.706 -1.080 0.229
H -1.499 5.599 2.806 -0.365 0.079 -0.141 0.229
H -1.531 5.333 0.331 0.328 0.778 -0.568 0.220
H -0.309 4.301 -1.407 -0.074 -0.599 -0.033 0.220
H -1.381 2.902 -1.604 -0.104 -0.160 -0.351 0.218
H 0.349 2.640 -1.312 0.073 -0.202 0.124 0.265
C -0.706 1.256 -5.508 -0.242 0.261 -0.987 -0.426
N 0.418 0.632 -4.869 0.910 0.244 0.645 -0.431
C 1.706 1.267 -5.137 1.345 -0.138 0.435 -0.418
C 0.245 0.063 -3.639 -2.016 -0.240 1.035 0.618
N -0.880 -0.059 -2.987 0.639 0.682 -0.975 -0.799
N 1.356 -0.562 -3.087 1.503 -1.278 -0.748 -0.668
C 1.884 -0.364 -1.799 -0.132 0.012 -1.106 0.598
N 2.656 -1.410 -1.397 1.137 -0.346 1.003 -0.828
N 1.617 0.711 -1.175 0.776 0.436 1.030 -0.810
H -0.421 1.558 -6.520 0.116 -0.098 0.146 0.225
H -1.120 2.149 -5.037 0.294 0.129 0.470 0.196
H -1.519 0.566 -5.633 -0.367 -0.520 0.036 0.218
H 1.655 2.362 -5.025 -0.039 -0.351 -0.041 0.205
H 2.063 1.017 -6.134 -0.233 0.152 -0.242 0.210
H 2.524 0.887 -4.454 -1.186 0.583 -0.619 0.216
H -1.617 0.485 -3.462 0.432 -0.303 0.356 0.347
H 2.000 -1.028 -3.764 -0.961 0.615 0.984 0.407
H 2.898 -2.205 -1.978 -0.332 0.469 0.020 0.407
H 3.247 -1.291 -0.568 -0.517 -0.005 -0.713 0.407
H 2.169 0.831 -0.297 -0.740 -0.419 -0.756 0.361